Record 1
A single C3H4O2S molecule at a distorted geometry, computed with ωB97M-V/def2-TZVPD.

The geometry in XYZ format:
```
10
Properties=species:S:1:pos:R:3:forces:R:3
O -1.9156 0.3276 -1.5783 -0.106 -0.036 -0.006
C -1.3711 -0.1058 -0.5914 -0.264 -0.347 0.414
C 0.0115 0.1495 -0.2302 1.038 0.293 0.109
S 0.9335 1.1684 -1.3337 0.248 -0.054 0.222
C 0.5502 -0.3713 0.8928 -0.732 0.045 -0.479
O 1.8258 -0.1480 1.2437 0.138 0.089 -0.063
H -1.9084 -0.7485 0.1290 -0.126 -0.028 -0.028
H -0.1237 1.3091 -2.1411 -0.081 0.057 -0.136
H -0.0594 -0.9926 1.5407 0.035 -0.018 0.047
H 2.0572 -0.5883 2.0686 -0.149 0.000 -0.081
```
Forces are in eV/Å.

## Properties
* Kohn-Sham gap: 8.824 eV
* calculated total energy: -18105.089 eV
* energy above the lowest of the compared OMol25 structures with the same formula, charge and spin: 94.2 kJ/mol
* LUMO energy: 0.012 hartree
* SMILES: O=C/C(S)=C/O

Record 2
2 unconnected molecules or ions with the total composition C3H4O2S at a distorted geometry, computed with ωB97M-V/def2-TZVPD.

The geometry in XYZ format:
```
10
Properties=species:S:1:pos:R:3:forces:R:3
C 0.3214 -0.4590 -0.7762 -1.605 2.125 1.624
C 0.6689 0.8054 -0.1640 0.419 0.526 -0.897
C -0.4869 0.8603 -0.8083 2.731 -2.640 2.388
O -0.9738 -1.0253 1.5455 1.676 -0.059 0.469
O -0.0896 -1.6709 -0.0314 -0.663 -1.476 0.350
S 0.8203 -3.0563 0.3282 -0.931 2.546 -0.355
H 0.6906 -0.7675 -1.6692 1.189 -1.372 -2.290
H 1.5171 1.3214 0.2974 -0.747 -0.299 0.155
H -1.4207 1.2714 -0.6153 -1.512 0.818 -0.589
H -1.9311 -0.9391 1.5706 -0.557 -0.168 -0.856
```
Forces are in eV/Å.

## Properties
* Kohn-Sham gap (spin up / spin down): 6.399 / 6.360 eV
* calculated total energy: -18096.839 eV
* energy above the lowest of the compared OMol25 structures with the same formula, charge and spin: 890.2 kJ/mol
* LUMO energy (spin up / spin down): -0.087 / -0.087 hartree

Record 3
A molecular structure, C3H4O2S at a distorted geometry, computed with ωB97M-V/def2-TZVPD.

The geometry in XYZ format:
```
10
Properties=species:S:1:pos:R:3:forces:R:3
C -1.4342 0.1570 -0.1503 -2.064 1.259 -0.057
C -2.7825 -0.1053 0.2460 5.305 0.038 -0.467
C 0.3901 -0.4491 -0.3329 -5.280 1.113 -0.516
O -3.5543 -1.0352 0.8623 -0.052 -0.355 -0.511
O -4.9952 0.0536 -1.0939 -0.446 -0.058 0.080
S -4.4782 0.2918 0.2343 0.746 0.180 -0.226
H -1.4726 1.2655 -0.4136 0.369 -1.548 -0.105
H 0.5043 -0.3967 0.6887 1.220 -0.632 1.992
H 0.8857 0.3029 -0.8851 0.184 0.995 -0.376
H 0.3604 -1.3531 -0.8862 0.017 -0.991 0.185
```
Forces are in eV/Å.

## Properties
* Kohn-Sham gap: 9.439 eV
* calculated total energy: -18100.795 eV
* energy above the lowest of the compared OMol25 structures with the same formula, charge and spin: 508.5 kJ/mol
* LUMO energy: 0.010 hartree

Record 4
A single C3H4O2S molecule at a distorted geometry, computed with ωB97M-V/def2-TZVPD.

The geometry in XYZ format:
```
10
Properties=species:S:1:pos:R:3:forces:R:3
O -2.4277 -1.2643 0.0388 -0.036 -1.176 0.885
S -1.6972 -0.0541 0.2476 -1.781 1.371 -3.036
O -2.4951 1.1487 0.0140 1.162 -0.422 1.109
C -0.2174 -0.0418 -0.6297 2.407 -0.205 2.521
C 0.9640 0.6966 -0.0597 0.173 2.698 -0.265
C 1.0633 -0.7977 0.0663 -2.050 1.153 -0.835
H 1.4788 1.3372 -0.8296 0.024 -1.598 0.192
H 0.9608 1.4794 0.7694 -0.657 -1.697 -0.482
H 0.6246 -1.1906 1.0204 1.468 -0.120 -1.006
H 1.7460 -1.3136 -0.6374 -0.709 -0.004 0.916
```
Forces are in eV/Å.

## Properties
* Kohn-Sham gap (spin up / spin down): 7.835 / 8.022 eV
* calculated total energy: -18100.972 eV
* energy above the lowest of the compared OMol25 structures with the same formula, charge and spin: 491.4 kJ/mol
* LUMO energy (spin up / spin down): -0.077 / -0.079 hartree
* SMILES: O=S(=O)=C1CC1

Please write out number 4 again, unchanged.
A single C3H4O2S molecule at a distorted geometry, computed with ωB97M-V/def2-TZVPD.

The geometry in XYZ format:
```
10
Properties=species:S:1:pos:R:3:forces:R:3
O -2.4277 -1.2643 0.0388 -0.036 -1.176 0.885
S -1.6972 -0.0541 0.2476 -1.781 1.371 -3.036
O -2.4951 1.1487 0.0140 1.162 -0.422 1.109
C -0.2174 -0.0418 -0.6297 2.407 -0.205 2.521
C 0.9640 0.6966 -0.0597 0.173 2.698 -0.265
C 1.0633 -0.7977 0.0663 -2.050 1.153 -0.835
H 1.4788 1.3372 -0.8296 0.024 -1.598 0.192
H 0.9608 1.4794 0.7694 -0.657 -1.697 -0.482
H 0.6246 -1.1906 1.0204 1.468 -0.120 -1.006
H 1.7460 -1.3136 -0.6374 -0.709 -0.004 0.916
```
Forces are in eV/Å.

## Properties
* Kohn-Sham gap (spin up / spin down): 7.835 / 8.022 eV
* calculated total energy: -18100.972 eV
* energy above the lowest of the compared OMol25 structures with the same formula, charge and spin: 491.4 kJ/mol
* LUMO energy (spin up / spin down): -0.077 / -0.079 hartree
* SMILES: O=S(=O)=C1CC1

Question: The highest calculated total energy belongs to which entry?
Answer: number 2